Entry 1:
Computed, not measured: a structure of composition C32H44Cl2NPSn in a non-equilibrium geometry, with the ωB97M-V functional and the def2-TZVPD basis.

Results
- HOMO (eV) = -5.6869
- calculated total energy (eV) = -75553.212
- energy above the lowest of the compared OMol25 structures with the same formula, charge and spin (eV) = 0.000
- charge = 0
- strongest force on any atom (eV/Å) = 5.2
- HOMO-LUMO gap (eV) = 4.11
- LUMO (eV) = -1.58

The geometry in XYZ format:
```
81
Properties=species:S:1:pos:R:3:forces:R:3:lowdin_charge:R:1
P 0.07933 -1.35124 -0.90889 -0.19 1.71 1.53 1.010
C 1.28145 -2.33175 0.10929 -0.68 0.02 -0.48 -0.450
C 1.55059 -3.74393 -0.40279 0.39 -0.04 0.33 -0.211
C 2.35971 -4.50679 0.65126 0.05 -0.15 -0.08 -0.202
C 3.63277 -3.75920 1.06035 0.10 0.10 -0.10 -0.206
C 3.39573 -2.29842 1.46068 -0.08 0.03 -0.02 -0.199
C 2.55593 -1.53474 0.42850 0.13 -0.25 0.09 -0.211
C 0.90764 -0.60426 -2.37287 -0.36 -0.61 0.54 -0.466
C 1.56955 -1.65924 -3.23761 0.24 0.45 -0.56 -0.216
C 1.98342 -0.99072 -4.55164 0.09 -0.23 -0.10 -0.203
C 2.84689 0.25456 -4.32956 0.16 0.09 0.16 -0.201
C 2.27779 1.24728 -3.30380 -0.07 0.04 0.01 -0.196
C 1.85115 0.55646 -2.00672 -0.05 -0.09 -0.18 -0.207
C -1.26644 -2.47777 -1.48072 0.90 -0.29 -0.28 -0.465
C -1.96081 -3.04228 -0.23737 -0.17 0.23 -0.02 -0.251
C -3.20072 -3.84497 -0.63055 0.24 -0.19 -0.04 -0.199
C -4.19441 -3.10022 -1.52593 0.09 -0.01 0.07 -0.206
C -3.48954 -2.46766 -2.72524 0.21 -0.02 -0.06 -0.202
C -2.25610 -1.66055 -2.31796 -0.08 0.03 0.18 -0.237
H 0.71173 -2.41173 1.05737 0.24 -0.09 -0.22 0.089
H 2.10995 -3.70664 -1.34782 -0.04 0.00 0.17 0.105
H 0.60698 -4.26485 -0.61838 0.24 0.07 0.09 0.095
H 2.63530 -5.48496 0.25132 0.01 -0.10 0.10 0.104
H 1.73478 -4.68902 1.53547 0.01 0.08 -0.08 0.114
H 4.13694 -4.28639 1.87879 -0.07 0.02 -0.11 0.105
H 4.32856 -3.77297 0.21115 -0.04 0.00 0.02 0.112
H 2.89367 -2.25102 2.43748 0.03 -0.05 -0.12 0.114
H 4.36161 -1.79360 1.56956 -0.07 -0.05 0.12 0.108
H 2.30818 -0.53042 0.81719 0.03 -0.42 -0.33 0.076
H 3.16236 -1.39591 -0.48119 -0.20 -0.16 0.23 0.101
H 0.06912 -0.15986 -2.93952 0.18 -0.10 0.13 0.099
H 1.07977 -0.71966 -5.11212 0.03 -0.02 0.07 0.113
H 0.88219 -2.49859 -3.41928 0.18 0.17 -0.05 0.107
H 2.45096 -2.06620 -2.72142 -0.11 0.10 -0.10 0.106
H 2.53234 -1.71121 -5.16006 0.03 0.05 -0.20 0.103
H 3.00936 0.77040 -5.28277 0.01 -0.09 0.08 0.105
H 3.83626 -0.06713 -3.97958 -0.04 -0.01 -0.01 0.112
H 3.02519 2.01577 -3.07512 -0.11 -0.04 -0.12 0.110
H 1.40282 1.76268 -3.72595 0.11 -0.07 0.01 0.114
H 1.35957 1.27191 -1.32729 0.14 -0.28 -0.22 0.073
H 2.74126 0.18472 -1.48145 -0.26 0.13 -0.18 0.099
H -0.81222 -3.29876 -2.06765 -0.43 0.08 -0.01 0.110
H -1.27707 -3.68366 0.34206 -0.19 0.19 -0.14 0.105
H -2.22153 -2.19262 0.41323 -0.07 -0.39 -0.28 0.023
H -2.83641 -4.71184 -1.19733 -0.15 -0.11 0.10 0.114
H -3.68407 -4.21822 0.27658 -0.08 -0.05 -0.12 0.107
H -4.74159 -2.33515 -0.96205 0.16 0.00 0.03 0.112
H -4.93890 -3.81967 -1.88019 -0.06 0.11 0.03 0.104
H -4.16874 -1.80864 -3.27199 -0.06 -0.11 -0.02 0.107
H -3.17908 -3.26133 -3.41693 -0.05 0.04 0.02 0.113
H -1.76953 -1.24258 -3.21033 -0.12 -0.10 0.18 0.105
H -2.56545 -0.81301 -1.68755 -0.01 -0.17 -0.28 0.045
Sn -0.73147 1.27743 1.30541 3.18 -2.42 -1.47 0.610
Cl -1.74115 1.47687 -0.87055 -0.13 0.73 0.96 0.056
Cl -1.49618 -0.77092 2.25577 -0.14 0.93 0.32 0.057
C 1.28533 1.61496 1.71525 -1.23 -0.42 0.13 -0.321
H 1.83522 0.93444 2.37656 -0.79 0.11 -0.18 0.020
C 1.91108 2.81731 1.30762 0.05 0.71 -0.44 -0.404
C 1.42424 3.63739 0.22968 0.36 -0.45 0.87 -0.112
C 2.11171 4.77650 -0.14020 0.52 0.49 0.20 -0.121
C 3.29691 5.15164 0.52598 -0.08 -0.10 0.08 -0.129
C 3.78233 4.36306 1.58962 -0.25 0.13 -0.42 -0.115
C 3.10687 3.21721 1.97875 -0.36 0.05 -0.56 -0.078
H 0.51334 3.33890 -0.30322 0.31 0.10 0.09 0.053
H 1.73467 5.40278 -0.95948 0.18 -0.30 0.33 0.099
H 4.69311 4.65155 2.12136 -0.26 -0.03 -0.22 0.096
H 3.46272 2.58348 2.79428 -0.03 0.29 -0.19 0.102
H 3.83551 6.05352 0.22444 -0.20 -0.31 0.09 0.084
N -1.99255 2.60576 2.26422 -4.06 2.06 2.56 0.086
C -2.87468 3.00697 2.93511 3.11 -1.35 -2.26 -0.014
C -3.84600 3.58738 3.76150 -1.34 0.99 1.15 -0.206
C -4.12892 3.07702 5.04743 0.22 -0.08 -0.10 -0.003
C -4.95592 3.78296 5.92046 0.09 0.11 -0.15 -0.054
C -5.49853 5.01876 5.53694 0.11 -0.29 -0.43 -0.047
C -5.32120 5.47661 4.22352 0.34 -0.31 -0.08 -0.052
C -4.49451 4.76889 3.34111 0.02 0.08 0.06 -0.003
H -3.66230 2.13746 5.34457 -0.17 0.26 0.04 0.129
H -5.17048 3.37662 6.91291 0.19 0.18 -0.38 0.117
H -6.06470 5.61944 6.25221 0.07 -0.30 -0.27 0.116
H -5.81000 6.39094 3.87845 0.25 -0.30 0.18 0.115
H -4.31267 5.13069 2.32768 -0.10 -0.01 0.33 0.129
```
Forces are in eV/Å.

Entry 2:
Computed, not measured: a structure of composition C32H44N3O3PV in a non-equilibrium geometry, with the ωB97M-V functional and the def2-TZVPD basis.

Results
- HOMO (spin up / spin down) (eV) = -12.3873 / -11.3206
- calculated total energy (eV) = -79474.843
- energy above the lowest of the compared OMol25 structures with the same formula, charge and spin (eV) = 0.650
- charge = +2
- strongest force on any atom (eV/Å) = 2.1
- <S²> = 0.8111
- HOMO-LUMO gap (spin up / spin down) (eV) = 6.77 / 5.77
- LUMO (spin up / spin down) (eV) = -5.61 / -5.55
- multiplicity = 2

The geometry in XYZ format:
```
84
Properties=species:S:1:pos:R:3:forces:R:3:mulliken_spin:R:1
V 0.48020 0.23301 -0.13208 0.36 0.76 1.88 1.209
C -4.10705 -2.04750 0.57218 -0.01 0.09 0.01 0.001
C -3.22142 -0.86484 0.84623 0.04 -0.07 0.02 0.006
C -2.09431 -0.97953 1.64821 -0.06 0.01 0.02 -0.008
C -1.28948 0.12708 1.92262 -0.10 0.09 0.25 0.013
C -1.62588 1.37843 1.40741 -0.01 -0.05 0.19 -0.005
C -2.77539 1.50658 0.63248 -0.06 0.03 0.01 -0.006
C -3.54973 0.39766 0.34378 0.05 0.02 0.01 0.009
H -5.00178 -1.99245 1.19507 -0.01 -0.04 -0.02 0.000
H -3.60190 -2.98687 0.79152 0.00 -0.01 -0.01 -0.001
H -4.43379 -2.05584 -0.46806 0.00 -0.04 0.01 0.000
H -1.86656 -1.93949 2.09926 0.02 -0.01 -0.01 0.000
H -0.51410 0.05993 2.67507 0.04 0.02 -0.12 0.014
H -1.06731 2.25616 1.71354 0.06 -0.01 -0.08 -0.012
H -3.08668 2.48393 0.28611 0.04 -0.01 -0.06 -0.001
H -4.44739 0.51070 -0.25339 0.00 0.01 0.01 0.000
C -1.38125 3.26082 -2.46484 -0.02 -0.11 0.01 0.002
C -2.13789 2.50695 -3.35996 0.01 -0.02 -0.05 -0.018
C -2.09552 1.12941 -3.28134 0.07 -0.02 0.02 0.003
C -1.30772 0.52498 -2.30548 -0.15 0.09 0.03 0.004
N -0.57038 1.26059 -1.44004 -0.11 0.66 -1.09 -0.087
C -0.61460 2.60239 -1.53056 -0.06 0.30 -0.16 0.002
C -1.22508 -0.90682 -2.05253 -0.17 -0.03 -0.08 0.034
C -1.81984 -1.88734 -2.84015 -0.02 -0.03 0.06 -0.005
C -1.70866 -3.21399 -2.47528 0.03 0.07 0.00 -0.007
C -0.98455 -3.53410 -1.32862 -0.05 0.05 -0.05 0.001
C -0.39658 -2.51727 -0.61473 0.03 -0.18 0.09 0.038
N -0.49879 -1.22219 -0.95440 -0.54 -1.26 -1.09 -0.069
H -1.40414 4.34088 -2.48998 0.06 0.00 0.02 0.000
H -2.75223 2.99325 -4.10525 0.00 -0.01 0.00 -0.001
H -2.66635 0.52508 -3.97159 -0.05 0.00 0.04 0.000
H -0.01859 3.15496 -0.81411 -0.03 -0.03 0.03 -0.008
H -2.35786 -1.60688 -3.73429 -0.05 -0.01 0.04 0.000
H -2.17648 -3.98827 -3.06749 0.02 0.00 -0.01 -0.001
H -0.87594 -4.56152 -1.01179 0.02 0.02 0.05 0.000
H 0.19041 -2.72800 0.27294 0.02 -0.03 -0.03 -0.020
C 2.89630 1.21087 -4.83652 -0.03 -0.06 0.17 -0.001
C 2.09066 1.14108 -3.55774 -0.08 0.04 -0.14 0.005
O 2.92966 0.59448 -2.52209 0.04 0.11 -0.01 0.018
P 2.37592 -0.33575 -1.33577 0.49 -0.52 -1.07 -0.050
O 2.07887 -1.76916 -1.98272 0.16 0.05 -0.14 0.003
C 2.99041 -2.42731 -2.90402 0.00 -0.03 -0.04 0.000
C 2.26812 -2.71770 -4.20091 0.01 0.03 0.18 0.000
O 3.80271 -0.62106 -0.65404 -0.16 -0.15 0.17 0.022
C 4.87716 0.32504 -0.46761 0.19 0.04 0.07 0.000
C 6.19584 -0.38892 -0.66777 -0.13 0.01 -0.04 0.000
H 2.30550 1.67793 -5.62384 0.00 -0.01 -0.02 0.000
H 3.19038 0.21252 -5.16065 0.00 0.02 -0.03 0.000
H 3.79841 1.80027 -4.67856 -0.01 0.03 -0.03 0.000
H 1.20354 0.51280 -3.68212 0.01 -0.01 -0.01 0.000
H 1.76663 2.13794 -3.25028 -0.01 -0.02 0.04 0.001
H 3.31272 -3.34899 -2.42075 0.03 0.02 0.02 0.000
H 3.86240 -1.79423 -3.06880 0.01 -0.01 0.04 -0.001
H 1.38501 -3.32953 -4.01590 0.01 -0.03 -0.03 0.000
H 2.93769 -3.25875 -4.86942 -0.05 0.00 -0.05 0.000
H 1.95318 -1.79572 -4.69089 0.02 0.00 -0.01 0.000
H 4.79414 0.73242 0.54359 -0.05 0.00 -0.02 0.000
H 4.77023 1.13921 -1.18181 -0.03 0.02 0.02 0.000
H 6.28893 -1.24826 -0.00232 0.00 0.03 0.03 0.000
H 7.01542 0.30040 -0.46515 0.02 -0.02 0.00 0.000
H 6.28743 -0.74174 -1.69459 0.02 0.00 0.00 0.000
C 3.19064 -2.69785 2.07101 0.06 -0.17 -0.41 -0.007
N 2.97894 -1.90938 3.30972 -0.08 -0.03 0.01 0.001
C 4.24490 -1.27128 3.75816 0.29 0.14 0.13 0.000
C 1.80235 -0.94155 3.18799 -0.17 0.41 -0.02 0.001
C 2.10146 0.41706 2.60062 0.22 0.06 0.06 -0.025
C 2.51564 1.42027 3.47955 -0.02 -0.09 -0.03 0.000
C 2.75503 2.70930 3.03479 0.04 0.13 -0.02 0.000
C 2.60294 2.99844 1.68791 0.03 0.02 -0.08 0.013
C 2.17014 2.00882 0.81203 0.02 -0.22 0.07 -0.009
C 1.86010 0.70434 1.24212 -0.06 0.01 1.06 -0.064
H 3.99937 -3.40857 2.22717 0.01 0.06 0.05 0.000
H 3.43752 -2.02864 1.24998 0.04 0.16 0.00 0.008
H 2.28367 -3.24585 1.82187 -0.04 0.04 0.13 -0.001
H 2.70908 -2.56840 4.03921 0.00 -0.04 0.00 0.000
H 4.53652 -0.51174 3.04018 -0.07 0.00 -0.07 0.000
H 5.02304 -2.02808 3.82548 -0.09 -0.08 -0.01 0.000
H 4.10597 -0.81444 4.73469 -0.10 0.01 -0.02 0.000
H 1.41343 -0.82167 4.20002 0.06 -0.10 0.02 0.000
H 1.05526 -1.45878 2.58598 0.04 -0.12 0.06 -0.005
H 2.61994 1.20372 4.53805 0.02 0.00 0.00 0.000
H 3.05577 3.48378 3.72691 0.04 -0.04 0.01 0.000
H 2.84552 3.98680 1.31796 -0.06 0.02 0.00 0.000
H 2.11585 2.26186 -0.25257 -0.06 -0.01 0.03 0.004
```
Forces are in eV/Å.

Entry 3:
Computed, not measured: a structure of composition C32H44N3O5PPbSe3, with the ωB97M-V functional and the def2-TZVPD basis.

Results
- HOMO (eV) = -12.7517
- calculated total energy (eV) = -259169.418
- energy above the lowest of the compared OMol25 structures with the same formula, charge and spin (eV) = 0.505
- charge = +2
- strongest force on any atom (eV/Å) = 0.4
- HOMO-LUMO gap (eV) = 7.95
- LUMO (eV) = -4.80

The geometry in XYZ format:
```
89
Properties=species:S:1:pos:R:3:forces:R:3:nbo_charge:R:1
Pb -0.19642 0.36388 -0.09331 -0.39 0.12 0.15 1.234
C 1.93018 2.78507 1.52033 -0.01 0.10 0.04 -0.262
O 0.65633 2.20348 1.81461 -0.03 0.05 -0.12 -0.599
C -0.35428 3.19282 2.03591 0.14 -0.12 0.06 -0.096
C -1.60478 2.47061 2.46380 -0.08 0.07 0.11 -0.079
O -2.19586 1.75679 1.38429 -0.08 0.23 -0.10 -0.582
C -3.38266 2.33094 0.82361 -0.04 -0.16 -0.07 -0.081
C -3.36600 2.27255 -0.69307 -0.02 0.23 0.21 -0.084
O -2.92206 1.00950 -1.14531 -0.05 -0.23 -0.02 -0.573
C -3.16243 0.87000 -2.54416 0.01 0.03 -0.03 -0.250
H 2.30783 3.32016 2.39529 0.00 -0.01 0.01 0.189
H 2.61099 1.97737 1.25589 -0.01 -0.01 -0.01 0.204
H 1.85554 3.47349 0.67707 0.00 -0.01 -0.02 0.205
H -0.03690 3.88511 2.82368 0.07 -0.07 0.01 0.199
H -0.52464 3.76764 1.11844 0.03 -0.02 0.00 0.205
H -1.34043 1.73613 3.22963 -0.02 0.03 0.04 0.188
H -2.30948 3.17908 2.90731 -0.03 -0.05 -0.06 0.205
H -4.24503 1.77854 1.20737 0.02 0.00 0.03 0.190
H -3.48110 3.37787 1.12269 -0.03 -0.04 -0.01 0.200
H -4.38855 2.45470 -1.04424 0.02 0.06 0.01 0.200
H -2.72461 3.05905 -1.10776 0.02 -0.03 -0.01 0.187
H -4.23352 0.78852 -2.74573 0.00 0.01 0.04 0.191
H -2.75355 1.72046 -3.09617 0.03 -0.01 0.04 0.196
H -2.66255 -0.03360 -2.87851 0.06 -0.12 -0.01 0.190
Se 2.19730 -0.05616 -1.46344 0.24 0.01 -0.16 -0.577
P 1.83123 1.89007 -2.41581 -0.03 -0.02 0.05 1.058
Se -0.01876 2.75475 -1.66105 0.09 0.11 -0.20 -0.599
C 3.22933 2.99249 -2.10573 -0.01 -0.03 0.14 -0.349
C 3.02218 4.34613 -1.85747 0.01 -0.01 -0.07 -0.224
C 4.10804 5.17422 -1.61226 0.00 0.01 -0.02 -0.192
C 5.39426 4.65485 -1.62260 0.01 0.00 0.01 -0.177
C 5.60206 3.30588 -1.87943 -0.01 -0.01 -0.02 -0.202
C 4.52224 2.47107 -2.11594 -0.02 0.03 0.01 -0.201
C 1.73009 1.63212 -4.19992 -0.04 -0.11 0.02 -0.457
C 0.73484 2.23607 -4.95974 0.04 0.03 -0.02 -0.188
C 0.69523 2.02493 -6.33106 0.01 0.02 0.00 -0.191
C 1.64543 1.21913 -6.93898 -0.01 -0.01 0.00 -0.174
C 2.63678 0.61080 -6.17874 0.02 0.01 0.01 -0.216
C 2.68012 0.81280 -4.81047 -0.02 0.02 0.01 -0.127
H 2.01758 4.75055 -1.86134 0.01 0.01 0.04 0.232
H 3.94922 6.22597 -1.41540 -0.01 0.00 -0.01 0.229
H 6.23928 5.30234 -1.42996 0.00 0.00 -0.01 0.231
H 6.60601 2.90346 -1.89182 0.00 0.00 0.00 0.230
H 4.68489 1.41551 -2.29574 0.01 0.00 0.02 0.224
H -0.00271 2.87044 -4.48580 -0.01 -0.01 0.00 0.230
H -0.08040 2.49135 -6.92345 0.01 0.02 0.00 0.227
H 1.61443 1.06115 -8.00876 -0.01 -0.01 0.00 0.231
H 3.37295 -0.02433 -6.65257 0.01 0.01 0.00 0.230
H 3.44204 0.32330 -4.21617 0.01 -0.01 -0.02 0.215
N 1.15375 -2.84153 4.53329 0.05 0.03 -0.02 -0.496
C 1.78290 -1.47728 4.40695 -0.04 0.12 -0.02 -0.241
C 1.00446 -0.67617 3.37008 0.06 -0.08 -0.05 -0.252
N 0.92243 -1.34658 2.08036 0.08 -0.04 0.01 -0.635
C 0.34929 -2.68030 2.21043 0.14 0.02 -0.03 -0.267
C 1.10433 -3.55083 3.20456 -0.05 -0.04 -0.14 -0.241
H 0.19673 -2.73469 4.88191 0.00 -0.04 0.02 0.434
H 1.66093 -3.40429 5.21725 -0.01 0.00 0.02 0.445
H 2.81619 -1.62951 4.09646 0.00 -0.06 0.02 0.229
H 1.77081 -1.00173 5.38638 -0.02 -0.05 0.02 0.242
H 1.45547 0.30794 3.25308 0.00 0.00 0.03 0.257
H -0.01885 -0.51832 3.73031 0.00 0.05 0.00 0.203
H 1.82914 -1.39574 1.62219 0.01 0.06 0.01 0.390
H 0.36215 -3.17064 1.23913 -0.02 0.00 0.01 0.264
H -0.69302 -2.58180 2.52238 -0.02 -0.02 -0.02 0.219
H 2.13505 -3.70911 2.88733 0.02 0.00 0.07 0.229
H 0.62188 -4.51620 3.34985 -0.01 0.02 0.06 0.244
Se -3.23887 -1.27656 0.97121 0.04 -0.06 -0.08 0.766
C -3.22365 -2.62563 2.32391 -0.14 0.06 -0.03 -0.150
C -3.52913 -2.18460 3.60942 0.06 -0.04 -0.03 -0.292
C -3.52856 -3.08961 4.66153 0.07 0.02 0.01 -0.186
C -3.24039 -4.42986 4.42950 0.04 0.00 0.04 -0.226
C -2.93983 -4.85920 3.14456 0.06 0.01 -0.04 -0.194
C -2.92046 -3.95833 2.08560 -0.06 0.00 0.03 -0.284
H -3.79370 -1.14732 3.78495 -0.03 -0.01 0.03 0.225
H -3.78452 -2.75381 5.65810 -0.02 0.00 -0.01 0.233
H -3.28092 -5.14120 5.24354 0.01 0.00 0.00 0.236
H -2.73195 -5.90507 2.95767 -0.02 0.00 0.00 0.233
H -2.70470 -4.30609 1.08469 0.00 -0.02 0.00 0.220
O 1.11218 -3.09304 -1.19259 -0.03 -0.02 0.04 -0.541
C -0.05529 -3.10729 -1.47348 0.10 0.02 -0.05 0.693
C -0.75838 -4.00879 -2.47277 -0.03 -0.02 -0.01 -0.524
C -2.23367 -3.84870 -2.10534 -0.03 -0.01 0.00 -0.498
C -2.17121 -2.75704 -1.07220 0.22 -0.14 0.06 0.675
O -3.28963 -2.42910 -0.46678 -0.11 0.15 -0.08 -0.635
N -1.00189 -2.28070 -0.80500 -0.19 -0.11 0.07 -0.657
H -0.39173 -5.02928 -2.38726 0.03 0.01 0.02 0.260
H -0.52290 -3.66689 -3.48113 -0.03 0.04 0.01 0.264
H -2.66712 -4.74573 -1.66023 -0.02 0.01 0.00 0.254
H -2.88701 -3.55849 -2.92787 0.02 0.03 0.00 0.264
```
Forces are in eV/Å.

- Which of these has the lowest energy above the lowest of the compared OMol25 structures with the same formula, charge and spin?
  C32H44Cl2NPSn